{
  "formula": "C5H9NO",
  "method": "ωB97M-V/def2-TZVPD",
  "species": ["O", "N", "C", "C", "C", "C", "C", "H", "H", "H", "H", "H", "H", "H", "H", "H"],
  "positions_angstrom": [[-0.11, -1.09, -2.22], [-1.57, 0.36, -1.05], [0.18, -1.18, 1.02], [-1.11, 0.89, 0.23], [-0.45, -0.39, -1.30], [1.58, 0.58, -0.08], [0.17, 0.00, 0.06], [0.92, -1.92, 0.70], [2.24, -0.24, -0.41], [0.42, -0.86, 2.04], [1.98, 0.96, 0.86], [-1.01, 1.98, 0.25], [-2.41, 0.50, -1.59], [-0.80, -1.67, 1.04], [-1.74, 0.58, 1.08], [1.66, 1.37, -0.84]],
  "lowdin_charge": [0.08, 0.10, -0.04, -0.10, -0.47, -0.03, -0.43, 0.09, 0.09, 0.09, 0.08, 0.11, 0.14, 0.09, 0.11, 0.09],
  "smiles": "CC1(C)CNC1=O",
  "charge": 0,
  "e_tot_ev": -8868.4393,
  "lumo_ev": 0.843,
  "homo_lumo_gap_ev": 10.447,
  "e_homo_ha": -0.3530,
  "de_lowest_kcal_mol": 17.8
}